[1]
Density functional theory data (ωB97M-V with the def2-TZVPD basis set) for 6 unconnected molecules or ions with the total composition C26H71N3O21P5 at a distorted geometry.

Properties
- HOMO energy: -0.4036 Ha
- Net charge: +1

```
126
Properties=species:S:1:pos:R:3:forces:R:3
C -0.51608 8.46432 3.99176 0.6 0.4 -1.0
C -0.96478 7.87315 2.63465 0.0 0.1 1.4
N -0.12249 6.68714 2.40840 -0.7 0.7 -0.3
N -0.62737 5.80101 1.37728 1.0 -1.5 -0.7
C -1.20769 6.52917 0.22257 -0.5 0.4 -0.2
C -1.56251 4.76050 1.95126 -1.0 0.4 0.0
C -2.40909 4.05112 0.89781 0.3 0.0 -0.1
C -3.04469 2.75843 1.39962 0.4 -0.9 0.0
N -4.23566 2.88880 2.11521 1.0 -0.1 -0.3
O -2.53566 1.68455 1.12794 -0.8 1.0 0.2
C 0.57686 5.00447 0.80313 0.9 0.3 -0.2
C 1.82705 5.01681 1.65913 -0.1 -0.7 -0.1
C 2.89284 4.03334 1.13627 0.5 0.0 0.9
C 4.04782 4.07353 2.16556 -0.7 0.4 -0.3
C 2.36308 2.60918 0.96412 -0.5 0.8 -0.7
H -0.10162 7.71455 4.66082 -0.3 -0.1 0.3
H -1.30508 9.05784 4.43788 -0.2 -0.2 0.2
H 0.29227 9.15912 3.77122 0.2 0.0 0.2
H -2.02569 7.62709 2.73209 -0.1 0.0 -0.4
H -0.78454 8.65444 1.90768 -0.2 -0.2 -0.5
H -0.17772 6.16502 3.27556 0.3 -0.3 -0.1
H -2.23167 6.82403 0.42357 0.0 0.2 0.2
H -0.59059 7.38319 -0.02976 0.1 0.1 0.3
H -1.21950 5.89966 -0.65867 0.0 -0.3 0.1
H -2.24165 5.28988 2.61998 0.2 0.1 0.3
H -0.94569 4.04811 2.49313 0.1 0.1 0.2
H -1.75477 3.77518 0.07397 -0.2 -0.2 -0.1
H -3.19737 4.70071 0.52651 0.0 0.1 0.0
H -4.61139 1.96975 2.31808 -0.1 0.0 0.3
H -4.03128 3.40859 2.96104 -0.7 0.2 0.1
H 0.81960 5.42308 -0.16958 -0.1 0.2 0.0
H 0.27774 3.97568 0.62996 -0.4 0.0 0.1
H 1.57201 4.66737 2.66502 0.1 0.2 0.2
H 2.29944 5.98964 1.71120 -0.3 0.3 0.1
H 3.31197 4.41273 0.20357 -0.2 -0.1 -0.2
H 4.99672 3.86316 1.68540 0.1 -0.3 0.2
H 4.09139 5.07554 2.59443 0.3 0.1 0.0
H 3.83033 3.39763 2.99040 0.2 -0.2 0.0
H 1.62943 2.35884 1.73498 0.3 -0.1 0.3
H 3.17121 1.88771 0.92635 0.0 -0.2 0.0
H 1.79987 2.58532 0.02728 0.2 -0.4 -0.2
C -10.74913 2.19625 2.09488 -0.1 0.0 0.2
O -10.48765 0.78707 2.24914 1.5 1.7 -2.5
P -8.89477 0.28021 2.27044 -0.8 -4.8 5.9
O -9.14608 -1.18368 2.17885 0.0 0.5 -1.2
O -8.70741 0.81624 3.78903 0.6 0.4 0.0
C -9.41944 0.15175 4.83196 -0.4 0.2 0.1
O -7.23571 0.30188 2.17048 -0.8 2.1 -2.3
C -6.66833 -0.24067 0.96439 0.1 -0.1 -0.1
H -11.82356 2.34454 2.16102 0.0 -0.1 0.0
H -10.26160 2.76954 2.88735 0.0 0.0 0.0
H -10.40532 2.54659 1.12139 -0.1 0.0 0.0
H -9.78447 -0.82531 4.51836 0.0 0.0 -0.1
H -10.26308 0.76706 5.14794 0.0 0.0 0.0
H -8.73985 0.02649 5.67268 0.1 0.0 0.0
H -7.25783 0.02044 0.08747 0.1 -0.1 -0.1
H -6.60388 -1.32336 1.05135 -0.1 0.0 0.0
H -5.66490 0.16920 0.84945 0.0 0.1 0.0
C -2.31555 -0.85265 -4.32731 0.0 -0.1 -0.1
O -1.28950 0.13311 -4.07126 -1.7 -0.7 2.4
P -0.35435 -0.06875 -2.72170 5.7 1.2 -2.2
O 0.35783 1.23844 -2.68297 -1.0 0.0 0.3
O 0.50112 -1.28388 -3.34146 -0.1 -0.2 0.6
C 1.46078 -0.99280 -4.35643 0.0 -0.1 -0.4
O -0.14227 -0.66472 -1.21747 -2.7 -0.2 -0.8
C -0.63720 0.17525 -0.15831 0.2 -0.2 0.1
H -2.79458 -0.60515 -5.26999 0.1 0.1 0.0
H -1.88170 -1.85198 -4.40190 0.0 0.0 0.0
H -3.06275 -0.83465 -3.53349 -0.1 0.0 -0.1
H 1.70850 0.06728 -4.39301 -0.1 0.0 0.1
H 1.07180 -1.30552 -5.32632 0.0 0.0 0.0
H 2.36144 -1.56297 -4.13777 0.0 0.0 0.1
H -1.56721 0.64594 -0.43127 -0.1 0.0 0.0
H 0.10961 0.93502 0.07246 0.0 0.0 -0.1
H -0.79859 -0.44493 0.72033 0.0 -0.1 -0.1
C -7.37616 -6.09149 -6.27695 0.0 0.0 -0.2
O -7.82370 -4.85890 -5.67233 2.2 -1.5 1.6
P -6.67396 -3.83422 -5.06493 -2.1 5.5 -2.2
O -7.52254 -2.85556 -4.34125 0.2 -0.9 0.5
O -6.18278 -3.32170 -6.51357 0.6 -0.1 0.3
C -7.03756 -2.44722 -7.24738 -0.3 -0.1 -0.3
O -5.17467 -3.56772 -4.45708 -0.5 -2.8 0.1
C -5.03985 -3.74700 -3.03671 0.2 0.0 0.2
H -8.24947 -6.60614 -6.66775 -0.1 0.1 0.1
H -6.68437 -5.89067 -7.09793 0.0 0.0 0.0
H -6.89373 -6.72923 -5.53637 0.0 -0.1 0.0
H -7.80092 -1.99627 -6.61467 0.0 -0.1 0.1
H -7.51949 -3.00087 -8.05432 0.0 0.0 0.0
H -6.42079 -1.66123 -7.67914 0.1 0.0 0.0
H -5.61924 -4.59640 -2.68074 0.0 0.0 0.1
H -5.36408 -2.84432 -2.52086 -0.2 0.0 -0.1
H -3.98900 -3.92233 -2.81222 0.0 -0.1 -0.2
C 6.29858 -1.55958 -1.85582 0.2 0.0 -0.1
O 6.66440 -0.55727 -0.88204 -2.5 -2.6 0.2
P 6.92462 -1.06008 0.70419 6.3 5.6 1.2
O 6.97462 0.35415 1.21202 -1.3 -0.2 0.0
O 8.37603 -1.66704 0.32935 -0.3 -1.0 0.3
C 9.38364 -0.77665 -0.14453 0.1 0.1 -0.5
O 7.09580 -1.77421 2.19844 -2.4 -2.0 -1.3
C 6.08040 -1.48923 3.17082 0.0 -0.1 0.2
H 6.22840 -1.07237 -2.82517 0.0 0.1 0.1
H 7.05556 -2.34574 -1.90715 0.0 0.0 0.0
H 5.33058 -1.99754 -1.61121 0.0 0.0 -0.1
H 9.14487 0.26336 0.07490 -0.1 0.0 0.1
H 9.50322 -0.90012 -1.22177 0.0 0.0 0.0
H 10.31818 -1.04102 0.34645 -0.1 -0.1 0.1
H 5.09015 -1.44882 2.71996 0.0 0.0 0.1
H 6.30152 -0.53982 3.65472 0.0 0.1 -0.1
H 6.09684 -2.28412 3.91404 0.0 -0.1 -0.1
C 11.11534 -7.93826 1.36183 0.1 0.1 0.1
O 10.27419 -7.20311 0.44931 -1.0 -2.8 0.7
P 8.63972 -7.21202 0.73037 -1.5 5.9 -0.8
O 8.14068 -6.59188 -0.52234 0.3 -0.9 0.0
O 8.72884 -6.20735 1.98722 -0.4 -0.5 0.2
C 9.01019 -4.83185 1.72863 0.4 0.3 0.1
O 7.30780 -7.91256 1.37518 2.2 -1.9 -0.1
C 6.64599 -8.89715 0.56075 -0.2 -0.1 0.0
H 12.14833 -7.77812 1.06494 -0.1 0.1 -0.1
H 10.98002 -7.58159 2.38543 0.0 0.0 0.0
H 10.89616 -9.00501 1.31190 0.1 0.0 0.0
H 8.85153 -4.56410 0.68520 0.0 -0.1 0.0
H 10.04518 -4.61548 1.99940 0.0 0.0 0.0
H 8.35320 -4.22912 2.35186 0.0 -0.1 0.0
H 7.35755 -9.51594 0.01750 -0.1 0.0 -0.1
H 5.98416 -8.39751 -0.14390 0.1 0.1 -0.1
H 6.05660 -9.53225 1.21856 0.1 0.1 0.1
```
Positions in Å, forces in eV/Å.



[2]
Density functional theory data (ωB97M-V with the def2-TZVPD basis set) for a molecular structure, C26H72AsF6N12O11Tl at a distorted geometry.

Properties
- HOMO energy: -0.4802 Ha
- Net charge: +2

```
129
Properties=species:S:1:pos:R:3:forces:R:3
Tl 4.89577 -2.64677 1.99696 -0.5 0.8 -0.1
As 1.01394 0.00079 1.10696 2.4 -0.5 1.0
F 2.39468 -1.20864 1.19617 -2.4 1.8 -0.2
F 2.29207 1.32127 1.05174 -2.0 -1.0 -0.4
F -0.35020 1.20185 0.95621 1.8 -0.8 0.3
F -0.11715 -1.29514 1.25082 -0.1 0.4 -0.1
F 1.01447 0.20459 2.91201 -0.2 0.1 -2.3
F 0.97714 -0.14664 -0.68340 0.1 0.5 1.6
C -2.35290 -0.89667 -1.63204 1.4 -1.1 -0.7
C -3.26735 0.14833 -1.12088 0.6 2.4 -0.1
C -4.70300 -0.07246 -1.32392 -2.1 0.2 -1.7
O -4.98170 -0.35621 -2.72457 2.2 -0.2 1.4
C -6.32352 -0.60335 -2.94403 -0.4 -1.2 -0.4
N -2.87629 0.30419 0.26324 -0.1 -0.8 -0.4
H -2.29748 -0.86900 -2.72028 -0.4 -0.3 -0.2
H -2.58948 -1.87491 -1.21347 0.0 -0.1 -0.3
H -1.34300 -0.63444 -1.31672 0.2 -0.2 0.0
H -3.00847 1.06215 -1.65568 0.1 0.2 0.0
H -5.29107 0.84132 -1.23858 0.2 0.4 1.1
H -5.10508 -0.80837 -0.62760 -0.2 -0.4 -0.1
H -6.92301 0.30697 -2.93971 -0.2 0.0 0.1
H -6.65588 -1.35435 -2.22735 -0.5 0.2 0.3
H -6.36980 -1.13027 -3.89709 -0.3 0.4 -0.2
H -2.77329 -0.64241 0.60008 -0.8 -0.6 1.2
H -1.92695 0.63762 0.35083 0.1 0.9 0.0
C -6.49394 0.88367 6.23192 1.5 -0.6 -0.4
O -5.45637 0.21528 5.45151 -0.3 -0.2 -0.1
C -4.61397 -0.66375 6.18497 0.6 0.8 -0.9
C -3.27796 -0.83981 5.39523 -1.2 -1.6 -1.1
N -3.55509 -1.84328 4.30432 1.3 1.5 -0.9
C -2.39188 -2.06657 3.41795 0.2 -1.8 1.5
C -2.69112 -3.13725 2.36230 -0.2 0.5 -0.1
O -3.64088 -2.55076 1.50426 -0.8 0.7 -0.4
C -4.14457 -3.42451 0.50381 1.4 0.1 0.0
H -6.91336 0.28389 7.03966 0.1 -0.4 -0.1
H -7.28971 1.14343 5.53380 0.3 0.4 0.2
H -5.90384 1.68581 6.67513 -0.9 0.7 0.1
H -5.14375 -1.61611 6.20646 0.3 -0.3 0.6
H -4.40229 -0.24174 7.16741 -0.1 -0.2 0.2
H -2.42318 -1.22179 5.95339 -0.3 0.0 0.5
H -2.92883 0.03604 4.84835 -0.2 0.7 0.4
H -4.18787 -1.40722 3.64893 -1.3 -0.2 0.2
H -1.61936 -2.44138 4.08939 0.4 -0.1 -0.2
H -2.00206 -1.13792 3.00110 -0.1 0.2 -0.4
H -3.08609 -4.05914 2.78916 -0.2 0.0 0.5
H -1.84160 -3.44877 1.75455 0.6 0.3 0.2
H -4.47063 -2.82196 -0.34397 -0.8 -0.1 0.4
H -4.82973 -4.15911 0.92692 -0.3 0.2 -0.3
H -3.27341 -3.92770 0.08431 0.1 -0.6 -0.1
C 1.14531 1.40586 -4.00571 1.8 0.2 0.9
O 1.06857 0.11972 -4.57785 0.4 -0.1 -1.0
C 2.27298 -0.68288 -4.35025 -2.1 -0.5 0.1
C 2.10888 -1.98010 -5.13621 -0.6 -1.0 1.0
N 1.27077 -3.07332 -4.48919 -0.2 1.8 0.2
C -0.07638 -2.55719 -4.13461 1.4 -1.4 0.4
C -0.89008 -2.24782 -5.34561 -1.8 1.2 0.7
O -1.07548 -3.36343 -6.16532 -2.4 0.7 -1.3
C -2.42366 -3.23713 -6.92325 2.0 -1.3 0.0
H 0.46158 2.22877 -4.21416 -0.9 -1.0 -0.8
H 2.11202 1.81336 -4.30155 0.3 0.3 0.2
H 1.12773 1.29136 -2.92189 0.1 0.1 0.3
H 2.28321 -0.84561 -3.27250 0.6 -0.1 0.2
H 3.24434 -0.34084 -4.70743 -0.3 1.2 0.0
H 3.12561 -2.36976 -5.18659 -0.2 -0.2 -0.7
H 1.64407 -1.70386 -6.08265 0.5 -0.1 -0.4
H 1.08260 -3.85846 -5.09603 0.5 -0.1 -0.5
H 0.04782 -1.77196 -3.38890 -0.4 0.6 -0.6
H -0.58739 -3.34387 -3.57952 -0.1 -0.4 -0.1
H -0.61961 -1.32047 -5.85058 0.6 -0.2 -0.4
H -1.85123 -2.00478 -4.89259 -0.5 0.3 0.0
H -2.44346 -4.20606 -7.42213 -0.3 0.1 0.1
H -2.47551 -2.48548 -7.71093 0.8 0.3 0.2
H -3.31879 -3.08883 -6.31923 0.5 -0.2 0.7
C -1.63176 4.33922 -3.02927 0.8 0.4 -0.8
O -0.87361 3.34278 -2.35978 -1.0 0.3 0.8
C -0.10510 3.79898 -1.28331 2.2 -0.8 -1.7
C -0.71233 4.22290 0.01886 -1.5 1.0 1.9
N 0.26173 4.37797 1.12610 0.1 -0.3 -2.5
C 1.35783 5.36551 0.96420 0.3 -0.2 0.5
C 2.69482 4.59540 0.83780 1.4 0.3 0.9
O 3.85720 5.45799 0.89834 -0.4 0.0 -1.2
C 5.07066 4.93187 0.30737 -0.9 -1.2 0.6
H -1.06715 5.26997 -3.08418 0.0 0.3 0.5
H -2.61808 4.52169 -2.60267 0.0 -0.2 0.0
H -1.65664 4.04587 -4.07875 -0.6 -0.3 0.1
H 0.57210 4.56637 -1.65831 0.1 0.4 0.0
H 0.51443 2.92745 -1.07185 0.2 -0.1 0.3
H -1.45581 3.44607 0.19743 0.2 -0.2 0.8
H -1.30111 5.14015 0.02843 0.2 0.3 -0.7
H 0.67462 3.46552 1.25671 0.1 -0.4 0.7
H 1.37646 5.98671 1.85967 0.2 0.0 0.2
H 1.26179 6.08342 0.14966 -0.5 -0.3 -0.3
H 2.67375 3.93041 -0.02560 0.1 0.2 -0.4
H 2.83767 3.95763 1.71012 -0.5 -0.4 0.1
H 5.01145 4.65573 -0.74542 -0.3 1.1 -0.6
H 5.25328 3.92331 0.67824 0.2 -0.1 0.9
H 5.92166 5.56771 0.55152 -0.4 0.1 -0.2
C 2.86400 -3.35969 -1.49953 1.7 -0.8 2.5
O 3.52326 -3.30595 -0.46172 1.1 0.0 1.3
N 3.14008 -4.22702 -2.42605 0.9 -1.7 -2.0
N 1.81328 -2.63031 -1.65429 -2.8 2.0 -0.5
H 2.61853 -4.14054 -3.28663 0.2 -0.5 -0.3
H 3.96020 -4.79685 -2.27512 -0.3 0.1 -0.4
H 1.40998 -2.64450 -2.58016 -0.3 0.2 0.4
H 1.62941 -1.92678 -0.95334 0.0 0.0 -0.4
C 2.40045 -1.97918 5.22337 1.9 -1.2 -0.6
O 3.22865 -2.00744 4.30247 -0.6 0.2 -0.1
N 1.30006 -1.28104 5.28272 -2.2 2.3 -1.9
N 2.53723 -2.70210 6.30684 1.3 -2.1 2.3
H 0.60906 -1.38576 6.01188 0.2 0.1 -0.5
H 1.10436 -0.91950 4.36018 -0.8 0.6 0.4
H 3.33936 -3.31505 6.33814 -0.3 0.0 0.4
H 1.80382 -2.71683 7.00110 0.6 -0.3 0.0
C 4.78506 1.16653 3.51914 -0.7 -0.9 -2.1
O 4.83432 0.07858 2.95510 -0.1 -0.4 0.2
N 5.69791 1.68486 4.26802 3.7 0.7 2.8
N 3.83963 2.08205 3.32912 -3.3 1.3 -1.3
H 5.56284 2.62093 4.62245 0.5 -0.5 0.2
H 6.48635 1.12468 4.55896 -0.1 0.3 0.0
H 3.05220 1.87884 2.73017 0.3 -0.2 0.2
H 3.91431 3.04712 3.61751 0.2 -0.4 0.1
C 5.21637 0.23647 -0.71525 -1.9 -0.6 2.2
O 4.79773 -0.66169 -0.01395 -0.7 -1.7 1.3
N 6.23496 0.07577 -1.47124 3.4 -0.3 -3.1
N 4.66120 1.42700 -0.67776 -1.2 2.4 -0.2
H 6.35644 0.75373 -2.20996 0.6 -0.5 -0.1
H 6.56400 -0.87629 -1.54491 0.2 0.3 -0.3
H 4.96445 2.16746 -1.29407 -0.3 -0.1 0.3
H 3.84774 1.50586 -0.08433 0.1 0.2 -0.2
```
Positions in Å, forces in eV/Å.



> The highest HOMO energy belongs to which entry?

C26H71N3O21P5